# 1
10
Properties=species:S:1:pos:R:3:mulliken_charge:R:1 method="wB97M-V/def2-TZVPD" e_above_lowest_kcal_mol=59.4 multiplicity=1 lumo_ha="-0.053 / -0.053" gap_ha="0.28021 / 0.28030"
C 0.259 0.990 -0.215 -0.09
C 0.310 -0.540 -0.402 0.23
C -2.231 -2.433 -0.004 0.18
C 1.172 1.632 0.437 -0.64
O -2.810 -1.801 0.763 -0.19
S -0.805 -1.414 -1.292 -0.14
Cl 1.833 -1.296 -0.242 -0.16
H -0.724 1.328 -0.594 0.27
H 1.174 2.601 0.733 0.33
H 1.821 0.933 0.816 0.21

# 2
58
Properties=species:S:1:pos:R:3:mulliken_charge:R:1 method="wB97M-V/def2-TZVPD" e_above_lowest_kcal_mol=0.0 multiplicity=5 total_charge=-1 lumo_ha="0.106 / 0.102" gap_ha="0.25906 / 0.26944"
Ru -0.315 0.590 0.046 0.33
C -2.659 3.799 -1.131 -0.44
O -3.833 3.080 -1.512 -0.52
C -4.142 1.953 -0.800 0.44
C -5.464 1.787 -0.439 -0.50
C -5.879 0.671 0.283 -0.64
C -4.944 -0.265 0.663 -0.94
C -3.593 -0.121 0.319 0.60
C -2.693 -1.190 0.711 -0.43
N -1.418 -1.116 0.662 0.62
N -0.725 -2.282 0.962 -0.97
C 0.417 -2.302 0.312 0.42
O 0.875 -1.399 -0.458 -0.60
C 1.253 -3.530 0.529 0.39
C 0.683 -4.736 0.926 -0.41
C 1.475 -5.860 1.107 -0.63
C 2.846 -5.790 0.900 -0.33
C 3.419 -4.590 0.504 -0.65
C 2.625 -3.470 0.312 -0.11
C -3.168 0.972 -0.471 0.64
O -1.956 1.129 -0.953 -0.55
H -2.805 4.813 -1.504 0.31
H -1.759 3.357 -1.553 -0.01
H -2.551 3.820 -0.043 0.27
H -6.163 2.563 -0.726 0.42
H -6.920 0.557 0.557 0.36
H -5.238 -1.134 1.239 0.37
H -3.131 -2.128 1.048 0.29
H -0.384 -4.771 1.096 0.45
H 1.020 -6.796 1.411 0.36
H 3.464 -6.668 1.044 0.36
H 4.488 -4.528 0.340 0.37
H 3.056 -2.535 -0.021 0.22
S -0.920 1.737 2.509 -0.44
C 0.709 1.223 2.649 0.29
C 1.547 1.447 3.762 -0.70
C 2.860 1.052 3.714 -0.05
C 3.363 0.428 2.567 -1.11
C 2.494 0.214 1.522 -0.11
N 1.210 0.576 1.577 0.35
H 1.132 1.943 4.628 0.41
H 3.507 1.229 4.566 0.34
H 4.394 0.114 2.494 0.39
H 2.787 -0.275 0.603 0.39
C 0.481 1.094 -3.231 -1.62
C 1.318 1.875 -2.209 2.01
C 2.716 1.242 -2.103 -1.64
C 1.436 3.344 -2.629 -1.63
N 0.697 1.803 -0.922 -0.49
H 0.969 1.101 -4.210 0.48
H -0.514 1.530 -3.326 0.27
H 0.366 0.058 -2.906 0.27
H 3.253 1.327 -3.053 0.47
H 2.622 0.187 -1.843 0.19
H 3.297 1.743 -1.327 0.37
H 1.893 3.426 -3.619 0.37
H 2.049 3.894 -1.913 0.38
H 0.450 3.809 -2.661 0.31

# 3
22
Properties=species:S:1:pos:R:3:mulliken_charge:R:1 method="wB97M-V/def2-TZVPD" e_above_lowest_kcal_mol=0.0 multiplicity=2 total_charge=+1 lumo_ha="-0.123 / -0.258" gap_ha="0.40939 / 0.26317"
C 2.317 0.633 1.949 -0.91
C 1.102 0.760 2.820 -0.38
S -0.504 0.375 1.717 -0.07
H 2.240 1.309 1.100 0.25
H 2.403 -0.379 1.562 0.32
H 3.226 0.880 2.501 0.34
H 0.834 1.755 3.165 0.38
H 0.951 0.008 3.587 0.37
C -1.131 -1.526 -2.892 -1.46
C -0.491 -0.799 -1.719 0.38
C 0.666 0.085 -2.150 -1.10
N -1.491 0.015 -0.977 -0.50
H -1.944 -2.168 -2.550 0.39
H -1.536 -0.826 -3.627 0.37
H -0.404 -2.154 -3.400 0.40
H -0.128 -1.556 -1.021 0.23
H 0.337 0.888 -2.813 0.35
H 1.420 -0.509 -2.659 0.41
H 1.151 0.548 -1.287 0.14
H -2.100 -0.583 -0.417 0.41
H -0.913 0.403 0.187 0.40
H -2.080 0.554 -1.606 0.29

# 4
10
Properties=species:S:1:pos:R:3:mulliken_charge:R:1 method="wB97M-V/def2-TZVPD" smiles="C=N/C(N)=N/Cl" e_above_lowest_kcal_mol=5.9 multiplicity=1 lumo_ha=0.016 gap_ha=0.35075
C -1.400 1.244 0.066 -0.19
N -0.844 0.252 -0.498 -0.45
C 0.444 -0.181 -0.303 0.64
N 0.456 -1.521 -0.140 -0.48
N 1.392 0.690 -0.446 -0.42
Cl 2.900 0.095 0.059 -0.16
H -2.466 1.200 -0.256 0.25
H -1.057 1.895 0.918 0.27
H -0.509 -1.853 -0.012 0.29
H 1.085 -1.821 0.612 0.26

# 5
9
Properties=species:S:1:pos:R:3:mulliken_charge:R:1 method="wB97M-V/def2-TZVPD" e_above_lowest_kcal_mol=12.8 multiplicity=1 total_charge=-1 lumo_ha=0.163 gap_ha=0.30894
C -2.675 -0.387 -0.087 0.09
N 1.454 -0.785 0.355 -0.32
O -0.735 0.024 -1.130 -0.58
O -3.398 0.414 -0.503 -0.23
Si 0.426 0.444 -0.182 0.05
H 2.406 -0.790 0.633 0.15
H 1.172 -1.686 0.511 0.19
H 1.422 1.799 -0.762 -0.18
H -0.072 0.967 1.165 -0.16

# 6
14
Properties=species:S:1:pos:R:3:mulliken_charge:R:1 method="wB97M-V/def2-TZVPD" e_above_lowest_kcal_mol=65.8 multiplicity=1 lumo_ha=0.018 gap_ha=0.30918
C -0.932 1.113 -0.429 -0.56
C -0.510 0.394 -1.617 0.55
C -0.059 -1.003 -1.417 -1.33
N 1.551 -0.144 1.395 -0.18
O 0.371 1.300 -0.944 -0.37
P 1.720 -0.172 -0.160 0.28
P 0.271 -0.137 2.491 -0.11
H -1.532 1.907 -0.539 0.35
H -1.085 0.505 0.359 0.18
H -0.931 0.779 -2.573 0.37
H 0.352 -1.465 -2.350 0.29
H -0.545 -1.554 -0.715 0.43
H 0.338 -1.553 2.749 0.04
H 0.990 0.029 3.750 0.06

# 7
55
Properties=species:S:1:pos:R:3:mulliken_charge:R:1 method="wB97M-V/def2-TZVPD" e_above_lowest_kcal_mol=0.0 multiplicity=1 total_charge=+2 lumo_ha="-0.340 / -0.336" gap_ha="0.18944 / 0.19363"
H -1.957 -1.901 1.183 0.41
N -1.881 -0.891 -0.710 0.17
B -2.455 -0.043 -3.080 -0.09
N -2.769 -0.806 -1.754 0.09
C -3.853 -1.542 -1.474 -0.03
Sn 0.161 -0.111 -1.038 0.69
H -4.640 -1.648 -2.210 0.47
C -3.678 -2.096 -0.214 -1.22
H -4.353 -2.758 0.289 0.42
C -2.438 -1.663 0.246 -0.07
H -3.386 -0.015 -3.824 -0.02
C 3.443 0.316 -0.417 -0.73
H 3.956 0.132 0.537 0.29
H 3.259 1.391 -0.536 0.29
H 4.050 -0.057 -1.252 0.34
N -1.233 -0.744 -3.747 0.25
N -2.017 1.383 -2.611 0.10
N -0.057 -0.914 -3.049 -0.18
N -1.043 1.571 -1.660 -0.01
C -1.100 -1.299 -4.961 -0.01
C -2.411 2.579 -3.068 -0.01
H -1.924 -1.268 -5.657 0.48
H -3.128 2.637 -3.876 0.47
C 0.177 -1.837 -5.058 -1.07
C -1.694 3.555 -2.383 -1.24
C 0.807 -1.587 -3.838 -0.28
C -0.834 2.895 -1.511 -0.05
H 0.599 -2.347 -5.900 0.42
H -1.761 4.612 -2.520 0.43
H 1.800 -1.860 -3.510 0.48
H -0.093 3.296 -0.834 0.58
H 2.470 -0.229 -0.392 -0.14
C -0.323 -3.124 4.276 -0.46
C -0.006 -3.341 2.928 -0.55
C 0.289 -2.268 2.085 -0.33
C 0.280 -0.927 2.576 0.02
C -0.083 -0.735 3.941 -0.01
C -0.365 -1.813 4.775 -0.63
N 0.587 0.145 1.759 0.15
C 1.423 1.154 2.185 0.05
C 1.430 2.422 1.528 -0.22
C 2.404 3.377 1.802 -0.40
C 3.396 3.124 2.765 -0.36
C 3.390 1.905 3.455 -0.86
C 2.426 0.939 3.181 0.17
H -0.528 -3.967 4.942 0.43
H 0.014 -4.366 2.543 0.44
H 0.547 -2.443 1.037 0.43
H -0.114 0.290 4.314 0.58
H -0.610 -1.616 5.820 0.42
H 0.662 2.605 0.777 0.13
H 2.402 4.328 1.256 0.45
H 4.158 3.877 2.978 0.45
H 4.154 1.698 4.208 0.41
H 2.453 -0.019 3.698 0.46

# 8
65
Properties=species:S:1:pos:R:3:mulliken_charge:R:1 method="wB97M-V/def2-TZVPD" multiplicity=1 lumo_ha=-0.076 gap_ha=0.23440
C -1.608 0.638 1.844 -0.89
C -1.189 2.032 1.344 -0.07
C 0.221 2.468 1.739 -0.38
C 0.944 3.163 0.558 -0.85
C 2.061 2.284 -0.041 -1.91
C 1.495 1.007 -0.581 0.73
C 1.629 -0.133 0.189 -0.54
C 1.085 -1.344 -0.183 -1.24
C 0.394 -1.399 -1.365 -0.54
N 0.275 -0.286 -2.103 1.02
O -0.445 -0.419 -3.266 -0.30
C -1.858 -0.164 -3.069 -0.68
C -2.450 0.305 -4.378 0.69
C -2.645 1.802 -4.460 -1.39
O -3.741 -0.268 -4.553 -0.58
C 0.802 0.924 -1.786 0.60
C 0.583 2.064 -2.715 -0.89
C 1.054 1.878 -4.168 -0.75
C 2.305 1.015 -4.329 -0.56
C 1.976 -0.328 -4.879 0.35
O 1.343 -0.481 -5.870 -0.54
O 2.493 -1.345 -4.161 -0.49
H -0.820 0.103 2.348 -0.04
H -1.920 0.035 0.999 0.23
H -2.458 0.680 2.505 0.35
H -1.283 2.038 0.263 -0.18
H -1.900 2.766 1.693 0.58
H 0.798 1.625 2.077 0.05
H 0.151 3.159 2.565 0.52
H 1.322 4.144 0.802 0.40
H 0.196 3.258 -0.217 0.47
H 2.576 2.841 -0.814 0.55
H 2.793 2.030 0.712 0.51
H 2.155 -0.063 1.109 0.51
H 1.177 -2.214 0.441 0.56
H -0.064 -2.297 -1.727 0.67
H -2.320 -1.097 -2.766 0.46
H -2.017 0.540 -2.262 0.30
H -1.822 -0.016 -5.205 0.19
H -2.774 2.233 -3.475 0.30
H -1.794 2.293 -4.911 0.32
H -3.532 2.015 -5.030 0.44
H -3.779 -1.149 -4.174 0.34
H -0.478 2.286 -2.724 0.15
H 1.054 2.940 -2.307 0.68
H 1.275 2.864 -4.545 0.64
H 0.273 1.483 -4.796 0.19
H 2.904 0.952 -3.430 0.27
H 2.936 1.471 -5.081 0.41
H 1.872 -2.082 -4.205 0.36
C 1.382 -1.275 4.750 0.64
F 1.570 -0.530 3.638 -0.22
F 2.519 -1.913 4.999 -0.24
F 1.130 -0.435 5.746 -0.23
S -0.020 -2.433 4.448 0.88
O 0.424 -3.252 3.349 -0.68
O -1.143 -1.572 4.187 -0.64
N 0.029 -3.090 5.864 -0.25
S -1.002 -4.238 6.259 1.03
O -0.793 -5.479 5.574 -0.65
O -2.351 -3.785 6.425 -0.64
C -0.362 -4.505 7.966 0.67
F -0.463 -3.393 8.694 -0.23
F 0.917 -4.885 7.943 -0.23
F -1.083 -5.463 8.542 -0.22

# 9
194
Properties=species:S:1:pos:R:3:mulliken_charge:R:1 method="wB97M-V/def2-TZVPD" multiplicity=2 total_charge=+1 lumo_ha="-0.071 / -0.240" gap_ha="0.26890 / 0.09998"
Cl -8.412 -21.152 -16.293 -0.23
C -8.317 -22.032 -14.721 0.70
C -9.308 -23.185 -14.725 0.64
Cl -11.048 -22.714 -14.853 -0.19
H -8.503 -21.379 -13.868 0.24
H -7.311 -22.427 -14.584 -0.57
H -9.230 -23.687 -13.760 -0.89
H -9.115 -23.963 -15.463 0.30
O -7.197 -24.228 -12.424 -0.29
P -6.707 -25.599 -12.083 0.15
N -7.561 -26.325 -10.811 0.82
C -7.159 -27.622 -10.205 -1.21
C -8.703 -25.750 -10.245 -1.32
N -5.079 -25.647 -11.529 0.12
C -4.121 -25.220 -12.522 -1.31
C -4.693 -25.430 -10.124 -0.90
N -6.728 -26.717 -13.454 0.64
C -7.536 -26.337 -14.624 -0.52
C -5.866 -27.856 -13.631 -1.06
H -7.039 -27.595 -9.121 0.42
H -6.151 -27.956 -10.451 0.42
H -7.936 -28.344 -10.456 0.12
H -8.489 -24.710 -9.996 0.08
H -9.010 -26.255 -9.329 0.42
H -9.561 -25.898 -10.902 0.45
H -3.893 -24.163 -12.377 0.14
H -3.299 -25.913 -12.347 0.45
H -4.407 -25.376 -13.562 0.35
H -4.538 -24.353 -10.054 0.16
H -5.474 -25.711 -9.417 0.35
H -3.829 -25.997 -9.776 0.34
H -8.496 -25.924 -14.315 -0.56
H -7.095 -25.489 -15.147 0.38
H -7.805 -27.213 -15.215 0.50
H -4.840 -27.590 -13.377 0.24
H -6.044 -28.519 -14.477 0.39
H -6.147 -28.527 -12.819 0.32
O -13.339 -27.236 -19.573 -0.82
P -14.125 -26.425 -18.567 0.58
N -15.335 -25.505 -19.214 0.18
C -16.447 -26.125 -19.928 -1.27
C -15.031 -24.131 -19.780 -1.03
N -13.289 -25.422 -17.437 0.44
C -11.833 -25.675 -17.138 -0.88
C -13.945 -24.440 -16.678 -0.95
N -15.033 -27.518 -17.523 0.43
C -14.442 -28.802 -17.115 -1.01
C -16.257 -27.178 -16.829 -0.98
H -16.258 -26.147 -21.001 0.39
H -17.383 -25.621 -19.687 0.44
H -16.713 -27.153 -19.678 0.42
H -15.800 -23.722 -20.436 0.42
H -14.128 -24.223 -20.383 0.39
H -14.715 -23.387 -19.048 0.26
H -11.778 -26.336 -16.273 0.10
H -11.417 -26.282 -17.943 0.41
H -11.325 -24.775 -16.794 0.35
H -13.611 -23.476 -17.062 0.39
H -15.031 -24.520 -16.714 0.41
H -13.672 -24.605 -15.636 0.13
H -14.143 -29.348 -18.010 0.35
H -13.673 -28.616 -16.366 0.31
H -15.141 -29.370 -16.501 0.39
H -16.856 -26.432 -17.352 0.34
H -16.020 -26.812 -15.830 0.27
H -16.900 -28.058 -16.841 0.50
O -1.458 -22.250 -15.271 -0.91
P -1.734 -21.358 -14.115 0.20
N -3.243 -21.526 -13.257 0.80
C -3.517 -20.949 -11.981 -0.92
C -4.476 -21.931 -13.991 -1.15
N -1.778 -19.693 -14.606 0.21
C -1.632 -18.603 -13.689 -1.17
C -2.349 -19.283 -15.868 -0.77
N -0.578 -21.497 -12.836 0.36
C 0.758 -20.987 -12.950 -1.07
C -0.594 -22.700 -11.984 -0.78
H -3.312 -21.738 -11.257 0.14
H -4.530 -20.575 -11.836 0.16
H -2.753 -20.187 -11.827 0.39
H -4.983 -21.098 -14.478 0.53
H -5.226 -22.336 -13.311 -0.11
H -4.335 -22.584 -14.853 0.33
H -1.121 -17.758 -14.150 0.43
H -2.517 -18.201 -13.194 0.24
H -1.068 -18.961 -12.827 0.49
H -2.088 -18.233 -15.994 0.53
H -1.905 -19.925 -16.628 0.28
H -3.430 -19.428 -15.879 -0.06
H 1.280 -21.038 -11.994 0.35
H 1.291 -21.615 -13.664 0.34
H 0.801 -19.969 -13.337 0.34
H -0.196 -22.402 -11.014 0.35
H -0.001 -23.475 -12.470 0.36
H -1.616 -23.078 -11.979 0.01
O -13.672 -27.660 -13.292 -0.80
P -12.484 -27.878 -12.406 0.29
N -11.869 -26.370 -11.828 0.68
C -11.189 -25.530 -12.840 -1.01
C -12.543 -25.643 -10.804 -1.26
N -11.131 -28.767 -13.006 0.20
C -11.139 -28.790 -14.468 -0.83
C -9.771 -28.791 -12.384 -0.54
N -12.798 -28.695 -10.938 0.19
C -13.846 -29.771 -11.063 -1.14
C -11.917 -28.823 -9.770 -0.95
H -10.499 -26.178 -13.379 -0.49
H -10.684 -24.652 -12.437 0.56
H -11.906 -25.220 -13.600 0.49
H -12.430 -24.573 -10.980 0.41
H -12.040 -25.878 -9.866 0.29
H -13.614 -25.790 -10.672 0.35
H -11.982 -29.387 -14.816 0.23
H -10.952 -27.793 -14.865 0.10
H -10.313 -29.387 -14.856 0.44
H -9.370 -27.786 -12.514 0.19
H -9.944 -28.952 -11.320 0.10
H -9.087 -29.566 -12.732 0.32
H -13.641 -30.477 -11.868 0.32
H -13.831 -30.403 -10.174 0.45
H -14.790 -29.238 -11.175 0.30
H -11.032 -28.191 -9.849 0.21
H -11.593 -29.852 -9.611 0.40
H -12.519 -28.659 -8.876 0.34
O -3.899 -21.405 -20.405 -0.89
P -5.023 -22.378 -20.173 0.42
N -4.648 -24.013 -20.511 0.24
C -3.609 -24.649 -19.711 -0.96
C -4.641 -24.492 -21.915 -1.03
N -6.532 -22.008 -20.969 0.24
C -6.823 -20.609 -21.278 -0.98
C -7.696 -22.918 -20.953 -1.08
N -5.487 -22.440 -18.537 0.47
C -4.785 -21.519 -17.642 -0.83
C -6.659 -23.308 -18.095 -0.90
H -3.643 -25.730 -19.851 0.40
H -3.785 -24.379 -18.670 0.21
H -2.655 -24.218 -20.016 0.32
H -5.664 -24.392 -22.276 0.25
H -4.329 -25.537 -21.919 0.39
H -3.939 -23.855 -22.453 0.34
H -7.200 -20.077 -20.405 0.25
H -5.903 -20.109 -21.583 0.31
H -7.481 -20.514 -22.141 0.34
H -7.460 -23.981 -20.899 0.30
H -8.371 -22.653 -20.140 0.28
H -8.219 -22.785 -21.900 0.38
H -4.217 -20.698 -18.078 0.38
H -5.447 -21.150 -16.858 0.15
H -4.083 -22.129 -17.074 0.37
H -6.555 -24.266 -18.603 0.38
H -7.626 -22.826 -18.242 -0.10
H -6.614 -23.499 -17.023 0.44
O -7.835 -16.723 -12.879 -0.87
P -7.215 -15.911 -13.951 0.40
N -7.559 -14.177 -13.923 0.30
C -7.112 -13.397 -15.103 -1.26
C -7.797 -13.456 -12.734 -1.05
N -7.896 -16.359 -15.512 0.34
C -7.780 -17.769 -15.914 -1.36
C -9.165 -15.823 -15.945 -1.05
N -5.515 -16.186 -13.992 0.48
C -4.844 -15.964 -12.737 -1.01
C -4.830 -15.959 -15.277 -0.69
H -6.267 -12.738 -14.907 0.31
H -8.017 -12.894 -15.444 0.43
H -6.866 -14.052 -15.939 0.39
H -6.924 -13.134 -12.166 0.28
H -8.492 -14.026 -12.117 0.28
H -8.419 -12.591 -12.967 0.38
H -6.835 -18.186 -15.565 0.24
H -8.614 -18.378 -15.564 0.47
H -7.756 -17.850 -17.001 0.50
H -9.928 -16.227 -15.279 0.37
H -9.218 -14.739 -15.849 0.26
H -9.435 -16.095 -16.965 0.33
H -5.054 -16.775 -12.040 0.13
H -3.783 -15.812 -12.937 0.41
H -5.189 -15.009 -12.340 0.30
H -3.931 -16.573 -15.332 0.04
H -4.631 -14.909 -15.490 0.27
H -5.472 -16.273 -16.100 0.39
O -6.118 -18.939 -8.528 -0.66
C -6.758 -19.570 -9.367 0.41
O -6.362 -20.759 -9.808 -0.31
C -7.281 -21.253 -10.806 1.38
C -8.287 -20.094 -11.102 -0.40
C -8.153 -19.280 -9.793 -0.38
H -7.773 -22.127 -10.381 -0.32
H -6.760 -21.640 -11.682 -0.60
H -9.314 -20.407 -11.294 0.42
H -8.021 -19.479 -11.962 0.06
H -8.920 -19.539 -9.063 0.30
H -8.284 -18.216 -9.987 0.21

Summary of total energy in hartree
-1087.7277, -1867.3916, -652.1193, -703.0013, -535.2896, -931.0606, -1474.6549, -2847.6662, -6226.9868
(order as listed above)